# 1
The following is a DFT calculation (wB97M-V/def2-TZVPD) of a molecular structure, C16H20AgCl3F3N2O2.

Calculated values
total energy	-73709.6006	eV
relative energy (zero: lowest compared OMol25 entry of this formula, charge and spin)	1.5	kcal/mol
largest force on an atom	4.32	eV Å⁻¹
E_LUMO (alpha / beta)	3.58 / 3.50	eV
HOMO-LUMO gap (alpha / beta)	5.05 / 4.97	eV

```
! wB97M-V def2-TZVPD RIJCOSX def2/J DEFGRID3
* xyz -2 2
Ag 5.8813 15.6876 15.6106
C 5.6646 19.2479 16.9017
O 5.5412 20.3030 15.9341
O 6.3514 18.1544 16.3170
C 5.8977 19.8389 18.3661
F 5.6565 18.9664 19.3435
F 7.0551 20.4021 18.6402
F 5.1300 20.8651 18.6455
C 6.6033 21.1443 15.6385
C 6.3615 21.9087 14.3313
H 7.1792 22.5856 14.0836
H 6.3124 21.3693 13.3854
H 5.5705 22.6472 14.4615
H 7.5494 20.6045 15.5990
H 6.6860 21.9633 16.3530
H 4.6344 18.8934 16.8702
C 13.4126 21.1779 13.8439
N 12.5471 20.3908 14.6904
C 13.0144 19.9569 15.8522
C 12.1786 19.2619 16.7380
C 10.8614 19.0758 16.4703
C 10.3650 19.5021 15.2400
C 11.1920 20.2471 14.3482
C 9.9866 18.3413 17.4824
C 9.7271 18.8115 18.7989
C 8.7270 18.2132 19.5666
N 8.2028 17.0013 19.1726
C 8.5275 16.4630 17.9324
C 9.4388 17.1264 17.0430
C 7.3077 16.1839 20.0072
H 13.0586 21.0832 12.8174
H 14.4584 20.9659 14.0662
H 13.2710 22.2394 14.0471
H 14.0754 20.1471 15.9183
H 12.5688 18.8694 17.6654
H 9.3730 19.2093 14.9293
H 10.8715 20.4866 13.3450
H 10.2415 19.7041 19.1231
H 8.4531 18.6740 20.5041
H 7.9258 15.6447 17.5654
H 9.5239 16.7956 16.0185
H 7.7402 15.1834 20.0176
H 6.3180 16.1826 19.5504
H 7.4439 16.6549 20.9807
Cl 3.2963 16.0890 14.5500
Cl 8.2595 14.9227 14.4141
Cl 5.5677 13.8606 17.8618
*
```

=====

# 2
The following is a DFT calculation (wB97M-V/def2-TZVPD) of a molecular structure, C16H25F9MgO8.

Calculated values
total energy	-63282.9728	eV
relative energy (zero: lowest compared OMol25 entry of this formula, charge and spin)	0.2	kcal/mol
largest force on an atom	1.67	eV Å⁻¹
E_LUMO	0.45	eV
HOMO-LUMO gap	8.49	eV

```
! wB97M-V def2-TZVPD RIJCOSX def2/J DEFGRID3
* xyz 0 1
Mg 0.0295 0.1721 0.3883
C -1.5209 2.9519 2.9225
C -1.4956 2.8388 1.4037
O -1.0695 1.6297 0.9440
H -1.9609 3.9116 3.2037
H -0.5269 2.8225 3.3611
H -2.1362 2.1559 3.3552
H -0.9126 3.6800 0.9853
H -2.5377 3.0076 1.0620
C 3.4592 -1.7769 -0.9845
C 2.0940 -1.9314 -0.3198
O 1.6801 -0.7756 0.3166
H 3.5044 -0.7957 -1.4631
H 3.5971 -2.5349 -1.7635
H 4.3237 -1.8704 -0.3210
H 2.0529 -2.8436 0.2911
H 1.4085 -2.0901 -1.1802
C 2.0440 1.5729 -4.9863
C 2.1012 0.7767 -3.7157
O 2.5896 1.5932 -2.6436
C 1.7660 1.9292 -1.6861
O 0.6989 1.4327 -1.4569
C 2.4183 2.9698 -0.7400
F 1.9883 2.7651 0.5000
F 3.7438 2.8762 -0.7514
F 2.0779 4.2109 -1.1157
H 1.1316 2.1791 -4.9814
H 2.0626 1.0014 -5.9096
H 2.8502 2.3081 -5.0395
H 2.7548 -0.0995 -3.7223
H 1.1369 0.3240 -3.4713
C -3.6619 1.1555 -0.9886
C -2.8418 0.8542 -2.2175
O -2.7376 -0.5654 -2.4962
C -1.9981 -1.2873 -1.7181
O -1.2626 -0.8765 -0.8616
C -2.0976 -2.7905 -2.0600
F -0.9103 -3.1777 -2.5441
F -2.3496 -3.5000 -0.9603
F -3.0315 -3.0460 -2.9754
H -3.6386 2.2413 -0.8894
H -3.2256 0.6926 -0.1058
H -4.7035 0.8451 -1.0757
H -1.8409 1.2793 -2.1088
H -3.2638 1.2989 -3.1155
C 1.6491 -1.6482 5.1925
C 0.7584 -1.1785 4.0622
O -0.1941 -2.2158 3.7224
C -0.9347 -2.0044 2.6724
O -0.8227 -1.0860 1.9117
C -2.1017 -3.0040 2.5787
F -2.5883 -3.2670 3.7915
F -3.0665 -2.4888 1.8327
F -1.6952 -4.1567 2.0252
H 2.2643 -0.7726 5.4018
H 2.2312 -2.5172 4.8995
H 1.0799 -1.9305 6.0780
H 1.3948 -0.9985 3.1901
H 0.2361 -0.2467 4.2767
*
```

=====

# 3
The following is a DFT calculation (wB97M-V/def2-TZVPD) of a molecular structure, C23H34FN3NbO2.

Calculated values
total energy	-37229.7805	eV
largest force on an atom	2.25	eV Å⁻¹
E_LUMO	2.07	eV
HOMO-LUMO gap	6.66	eV

```
! wB97M-V def2-TZVPD RIJCOSX def2/J DEFGRID3
* xyz -1 1
C -0.6598 -4.4725 -3.6057
C 0.5425 -3.7243 -4.0917
O 0.9148 -3.6818 -5.2341
O 1.1358 -2.9670 -3.1313
C 2.0990 -3.6432 -2.2925
C 2.7003 -2.6033 -1.3839
C 1.7057 -1.9259 -0.4463
Nb 0.2396 -3.1661 0.7555
C 1.6723 -4.7738 1.4922
C 1.0852 -6.1607 1.4232
C 0.4122 -6.6290 2.7036
F 2.1268 -7.1100 1.1009
H -1.5367 -3.8597 -3.8217
H -0.7486 -5.4063 -4.1560
H -0.6322 -4.6326 -2.5315
H 1.5801 -4.4179 -1.7156
H 2.8534 -4.1060 -2.9325
H 3.2029 -1.8809 -2.0384
H 3.4850 -3.0950 -0.8001
H 2.2664 -1.4191 0.3551
H 1.1972 -1.1278 -0.9882
H -0.5658 -4.1228 -0.6142
H -1.1264 -3.9512 1.7286
H 0.3473 -2.1748 2.2878
H -1.0488 -1.8868 0.4111
H 1.9208 -4.5447 2.5338
H 2.6004 -4.7605 0.9103
H 0.3918 -6.2726 0.5879
H -0.6624 -6.7289 2.5693
H 0.5846 -5.9293 3.5190
H 0.8233 -7.6004 2.9752
N 0.3223 1.0277 -1.9717
C -0.2913 0.3043 -2.9026
C -0.6279 0.8114 -4.1518
C -0.3155 2.1281 -4.4435
C 0.3233 2.8885 -3.4758
C 0.6200 2.2903 -2.2594
H -0.5182 -0.7233 -2.6371
H -1.1206 0.1767 -4.8761
H -0.5614 2.5541 -5.4083
H 0.5926 3.9210 -3.6565
H 1.1275 2.8507 -1.4801
N 0.9454 0.8392 2.7746
C 0.4464 1.2565 1.6140
C -0.0793 2.5315 1.4419
C -0.0822 3.4149 2.5103
C 0.4492 2.9820 3.7180
C 0.9490 1.6885 3.7943
H 0.4521 0.5483 0.7920
H -0.4839 2.8142 0.4783
H -0.4914 4.4127 2.4060
H 0.4709 3.6287 4.5861
H 1.3622 1.3143 4.7263
N -1.8407 6.6092 2.3028
C -2.2083 7.4198 3.2899
C -3.1611 8.4178 3.1451
C -3.7646 8.5808 1.9084
C -3.3905 7.7399 0.8731
C -2.4271 6.7724 1.1212
H -1.7186 7.2630 4.2449
H -3.4216 9.0469 3.9855
H -4.5140 9.3467 1.7553
H -3.8346 7.8243 -0.1093
H -2.1149 6.0940 0.3345
*
```

=====

# 4
The following is a DFT calculation (wB97M-V/def2-TZVPD) of a molecular structure, C43H53CeClN6O2P2.

Calculated values
total energy	-102503.5788	eV
relative energy (zero: lowest compared OMol25 entry of this formula, charge and spin)	14.7	kcal/mol
largest force on an atom	4.73	eV Å⁻¹
E_LUMO (alpha / beta)	-6.28 / -6.28	eV
HOMO-LUMO gap (alpha / beta)	7.11 / 7.11	eV

```
! wB97M-V def2-TZVPD RIJCOSX def2/J DEFGRID3
* xyz 2 1
Ce 0.3550 0.0634 0.8199
O 1.8657 2.2147 3.8856
C 1.6120 1.1264 3.3532
O 0.4816 0.8320 2.8604
C 2.7411 0.1024 3.1516
P 3.1510 0.2615 1.3516
C 3.9628 1.9055 1.2897
C 4.5964 2.4965 2.3752
C 5.1379 3.7654 2.2575
C 5.0916 4.4384 1.0489
C 4.5046 3.8369 -0.0522
C 3.9237 2.5879 0.0741
C 4.5972 -0.8233 1.0663
C 5.5795 -0.4194 0.1647
C 6.6412 -1.2524 -0.1312
C 6.7325 -2.4980 0.4659
C 5.7488 -2.9123 1.3479
C 4.6737 -2.0887 1.6384
H 2.3398 -0.8991 3.3202
H 3.5961 0.2861 3.8015
H 4.6539 1.9901 3.3243
H 5.5977 4.2273 3.1181
H 5.5139 5.4286 0.9675
H 4.4866 4.3473 -1.0036
H 3.4194 2.1411 -0.7747
H 5.5138 0.5544 -0.2966
H 7.3990 -0.9309 -0.8289
H 7.5746 -3.1361 0.2447
H 5.8249 -3.8850 1.8088
H 3.8907 -2.4299 2.3001
C -3.9905 2.7465 -0.0546
C -2.6548 1.9878 0.1174
N -1.8305 2.6437 1.1213
C -2.4342 2.4827 2.4301
C -3.9219 2.9091 2.3633
N -4.1129 3.6711 1.1001
C -3.0925 4.7443 0.9854
C -1.7138 4.0578 0.8210
H -4.8411 2.0615 -0.0627
H -4.0152 3.3372 -0.9722
H -2.0923 1.9393 -0.8196
H -2.8363 0.9629 0.4540
H -1.8820 3.0873 3.1512
H -2.3387 1.4365 2.7212
H -4.2058 3.5436 3.2041
H -4.5809 2.0383 2.3370
H -5.0424 4.0973 1.1014
H -3.1384 5.3557 1.8894
H -3.3265 5.3738 0.1251
H -0.9888 4.5186 1.4938
H -1.3288 4.1626 -0.1939
Cl 0.7803 -2.2210 1.9018
N 1.1963 3.3541 1.7729
C 0.9263 2.6349 0.8984
H 1.4640 3.4380 2.7648
C -5.7403 -0.9100 1.8897
C -4.4618 -1.6925 1.5787
C -4.4981 -2.2097 0.1389
C -4.3121 -2.8456 2.5743
N -3.3537 -0.7186 1.7336
N -2.0510 -1.1660 1.3156
H -6.5983 -1.5723 1.8454
H -5.8863 -0.1093 1.1696
H -5.6960 -0.4879 2.8912
H -5.4600 -2.6692 -0.0667
H -3.7363 -2.9662 -0.0292
H -4.3508 -1.4035 -0.5770
H -5.0769 -3.6003 2.4207
H -4.4009 -2.4769 3.5957
H -3.3394 -3.3244 2.4692
H -3.2801 -0.5297 2.7350
H -2.1355 -1.4800 0.3395
H -1.7391 -1.9930 1.8505
N -0.6470 0.3028 -1.1721
P -0.1919 -0.7961 -2.1412
C -1.4885 -1.3395 -3.3079
C -2.6667 -0.6103 -3.2800
C -3.7420 -0.9835 -4.0632
C -3.6337 -2.0945 -4.8828
C -2.4540 -2.8224 -4.9202
C -1.3835 -2.4565 -4.1259
C 0.3110 -2.4300 -1.4115
C -0.7112 -3.3152 -1.0649
C -0.4323 -4.5125 -0.4336
C 0.8786 -4.8395 -0.1274
C 1.9019 -3.9678 -0.4588
C 1.6267 -2.7659 -1.0939
C 1.2612 -0.4341 -3.2151
C 1.2877 -0.5896 -4.5935
C 2.4515 -0.3334 -5.2979
C 3.5965 0.0685 -4.6309
C 3.5646 0.2769 -3.2603
C 2.3938 0.0442 -2.5650
H -2.6985 0.2483 -2.6231
H -4.6641 -0.4216 -4.0312
H -4.4698 -2.3968 -5.4930
H -2.3722 -3.6865 -5.5612
H -0.4688 -3.0342 -4.1285
H -1.7303 -3.0646 -1.3441
H -1.2333 -5.1888 -0.1665
H 1.0949 -5.7634 0.3866
H 2.9240 -4.2174 -0.2120
H 2.4454 -2.1063 -1.3698
H 0.3962 -0.9088 -5.1111
H 2.4670 -0.4701 -6.3688
H 4.5124 0.2332 -5.1779
H 4.4573 0.5998 -2.7427
H 2.3243 0.2330 -1.4872
*
```

=====

# 5
The following is a DFT calculation (wB97M-V/def2-TZVPD) of a single C4H4FN3O molecule.

Calculated values
total energy	-13440.4454	eV
relative energy (zero: lowest compared OMol25 entry of this formula, charge and spin)	71.0	kcal/mol
largest force on an atom	4.07	eV Å⁻¹
E_LUMO (alpha / beta)	-1.07 / -1.10	eV
HOMO-LUMO gap (alpha / beta)	8.37 / 8.14	eV

```
! wB97M-V def2-TZVPD RIJCOSX def2/J DEFGRID3
* xyz 0 1
C -0.4809 2.1350 -1.5745
C 0.0060 1.0810 0.4847
C -0.6696 1.0408 -2.2511
C -0.2537 -1.0830 -0.7049
N -0.1249 2.1119 -0.1906
N -0.4666 -2.2882 -0.7950
N -0.1427 -0.3237 0.3206
O 0.0603 -1.0027 1.6177
F -0.8954 0.9501 -3.5972
H -0.7990 3.0928 -2.0380
H 0.3128 1.1859 1.5843
H -0.7594 -2.2837 -1.7850
H -0.5474 -1.7482 1.5174
*
```

=====

# 6
The following is a DFT calculation (wB97M-V/def2-TZVPD) of 2 unconnected molecules or ions with the total composition CH4NO2P.

Calculated values
total energy	-15970.6045	eV
relative energy (zero: lowest compared OMol25 entry of this formula, charge and spin)	49.0	kcal/mol
largest force on an atom	1.90	eV Å⁻¹
E_LUMO (alpha / beta)	0.73 / -2.97	eV
HOMO-LUMO gap (alpha / beta)	5.92 / 8.51	eV

```
! wB97M-V def2-TZVPD RIJCOSX def2/J DEFGRID3
* xyz 0 3
C 1.6479 0.5067 0.5006
N 1.6911 1.1070 -0.5393
O 1.7296 -0.1987 1.4435
O -0.9917 -1.5692 -0.1340
P -1.5464 -0.1445 0.4868
H 1.0852 1.5244 -1.2331
H -0.1084 -1.7108 0.2509
H -0.8036 0.5992 -0.5251
H -2.7037 -0.1141 -0.2503
*
```